1.
18
Properties=species:S:1:pos:R:3 method="wB97M-V/def2-TZVPD" homo_ev=-9.18 smiles=CCN1C[C@H]1CO
C -2.06639 0.40667 -0.73758
C -1.49102 -0.51989 0.35391
N -0.06146 -0.41810 0.68193
C 0.45134 0.89024 1.05405
C 0.83754 0.26131 -0.22890
C 2.18650 -0.37928 -0.46040
O 2.81745 -0.78787 0.72767
H -3.04713 0.80562 -0.45214
H -2.19251 -0.13300 -1.68367
H -1.42698 1.27240 -0.94416
H -2.02759 -0.35809 1.29292
H -1.67251 -1.56043 0.06824
H -0.23459 1.73621 1.02394
H 1.15160 0.89328 1.88465
H 0.40099 0.68478 -1.13036
H 2.05124 -1.22508 -1.15421
H 2.85379 0.34179 -0.94419
H 2.17794 -1.35113 1.18805

2.
18
Properties=species:S:1:pos:R:3 method="wB97M-V/def2-TZVPD" homo_ev=-8.61 smiles="C=C[C@@](C)(O)NC"
C 1.83018 -0.53183 1.43621
C -1.21923 -1.15527 -0.41301
C 0.01954 -0.28343 -0.20105
O 1.02949 -0.73685 -1.07347
N 0.40871 -0.37669 1.18314
H 0.65980 -0.70658 -1.96999
H 2.18013 -1.51195 1.09900
H 2.42503 0.25445 0.96123
H 2.00802 -0.47758 2.51465
H -1.70756 -0.92716 -1.36701
H -1.96093 -1.00726 0.37852
H -0.94128 -2.21609 -0.46056
C -0.23904 1.25127 -0.53920
C -1.40791 1.86078 -0.79409
H -2.35671 1.33291 -0.77160
H -1.44605 2.91715 -1.04731
H 0.66212 1.86264 -0.59796
H 0.05568 0.45149 1.66251

3.
18
Properties=species:S:1:pos:R:3 method="wB97M-V/def2-TZVPD" homo_ev=-9.37 smiles=C[C@H]1CN1CCO
C -1.86963 -0.68934 0.91349
C -1.09667 0.12663 -0.09162
C -0.92027 1.59246 0.03990
N 0.15571 0.68176 0.39374
C 1.31831 0.61153 -0.48496
C 1.71570 -0.83998 -0.71333
O 2.05890 -1.49609 0.48551
H -1.46451 -1.70678 0.97412
H -2.93096 -0.75796 0.65395
H -1.77872 -0.23123 1.90364
H -1.10109 -0.25278 -1.11641
H -1.39091 2.13704 0.85638
H -0.81848 2.16044 -0.88706
H 1.14633 1.10647 -1.45654
H 2.14392 1.12941 0.01668
H 0.89711 -1.36720 -1.23239
H 2.59405 -0.88400 -1.36476
H 1.34119 -1.32038 1.10966

4.
18
Properties=species:S:1:pos:R:3 method="wB97M-V/def2-TZVPD" homo_ev="-7.04 / -7.04"
C 2.82650 0.16904 -0.10049
N 1.51755 0.53416 -0.59878
C 0.36473 0.04919 -0.08982
O 0.41951 -0.66306 0.96802
C -0.89998 0.23025 -0.70982
C -1.26767 -1.57358 0.69179
C -1.95019 1.05406 0.00261
H 3.21100 0.89888 0.62160
H 3.53513 0.08425 -0.93095
H 2.73762 -0.79495 0.40402
H 1.44983 1.24029 -1.31260
H -0.86992 0.39831 -1.79104
H -1.11716 -1.84498 1.73522
H -0.94189 -2.33898 -0.00315
H -2.29242 -1.24661 0.52153
H -2.95720 0.62519 -0.13135
H -1.76490 1.08802 1.08297
H -2.00055 2.09053 -0.35976

5.
18
Properties=species:S:1:pos:R:3 method="wB97M-V/def2-TZVPD" homo_ev=-9.27 smiles="CC(C)N(C)C=O"
C 1.15934 -1.01313 0.91786
N 0.50086 -0.62301 -0.17661
C 0.78631 -1.20017 -1.48136
C -0.05395 1.77035 -0.19044
C -0.64182 0.34205 -0.15293
C -1.46181 0.12841 1.12997
O 1.11231 -0.55838 2.04869
H 1.96226 -1.75153 0.70976
H -0.08774 -1.62885 -1.97594
H 1.11884 -0.38221 -2.12950
H 1.58127 -1.92754 -1.36435
H -0.74706 2.48357 0.26382
H 0.78043 1.81456 0.49596
H 0.26636 2.04060 -1.19499
H -1.11074 0.25893 -1.13224
H -1.46997 -0.92455 1.37848
H -2.49961 0.40397 0.89023
H -1.19528 0.76692 1.96361

6.
18
Properties=species:S:1:pos:R:3 method="wB97M-V/def2-TZVPD" homo_ev=-8.90 smiles="C1=CCNCC1.O"
C -1.29734 0.73723 -0.59183
C -0.41080 1.68131 -1.47579
C 1.02009 1.23970 -1.46240
C 1.40788 0.16491 -0.76559
C 0.50663 -0.50142 0.27170
H 0.32149 -2.49243 1.90946
H -0.94420 -3.44948 2.43362
H -2.25650 1.18780 -0.30163
H -1.55360 -0.15636 -1.11950
H -0.86461 1.87820 -2.45758
H -0.39456 2.67553 -1.03079
H 1.74219 1.79785 -2.07967
H 2.47212 -0.16177 -0.90851
H 1.08849 -0.91965 1.07681
H 0.05526 -1.31166 -0.27030
H -0.36339 1.11615 1.18606
N -0.65742 0.30971 0.63375
O -0.25744 -2.78282 2.65865